41
Properties=species:S:1:pos:R:3:forces:R:3 method="wB97M-V/def2-TZVPD" total_charge=0 e_lumo_ev=-1.3 mol_weight_g_mol=385.213 homo_energy_ev=-9.0531 orbital_gap_ev=7.78 total_energy_ha=-4196.21448
O 2.977 -3.589 4.086 3.40 2.36 1.97
C 2.063 -4.158 3.692 -2.12 -1.48 -1.64
O 1.211 -4.793 4.495 -0.43 -1.14 -0.52
Br 0.638 -6.370 3.714 -0.29 0.12 0.39
O 1.782 -4.187 2.336 0.16 1.01 -0.51
P 1.495 -2.604 1.841 -2.35 0.03 0.79
S -0.179 -2.040 2.637 0.41 0.03 -0.28
H 1.410 -2.711 0.440 0.69 -0.26 0.26
H 2.500 -1.720 2.258 0.53 -0.63 -0.47
C 0.837 3.339 -1.740 0.07 0.04 -0.03
O 2.221 3.272 -1.435 -0.16 -0.09 0.07
C 2.477 3.055 -0.055 0.31 0.10 -0.28
C 2.869 1.618 0.212 -0.25 0.02 0.40
O 1.774 0.735 -0.003 0.08 -0.16 -0.27
C 1.877 0.039 -1.236 -0.06 -0.04 0.14
H 0.734 3.335 -2.824 0.06 0.02 0.00
H 0.294 2.483 -1.335 0.00 0.01 -0.01
H 0.406 4.267 -1.349 -0.08 -0.04 0.02
H 1.612 3.336 0.553 -0.03 -0.06 0.00
H 3.312 3.706 0.223 -0.01 -0.02 0.06
H 3.158 1.520 1.263 0.04 0.03 -0.01
H 3.728 1.333 -0.402 -0.03 0.03 -0.06
H 2.686 -0.700 -1.182 0.04 0.03 -0.13
H 2.057 0.721 -2.069 0.04 -0.02 -0.01
H 0.938 -0.486 -1.411 -0.03 0.05 0.07
C -3.838 1.033 -2.183 0.07 0.02 -0.05
O -2.486 1.110 -1.768 -0.15 -0.04 0.05
C -2.349 1.309 -0.365 0.34 -0.03 -0.23
C -1.958 0.030 0.342 -0.35 0.13 0.31
O -3.011 -0.922 0.312 0.06 -0.02 -0.24
C -2.794 -1.950 -0.636 -0.03 -0.02 0.11
H -3.850 0.713 -3.224 0.06 0.03 0.00
H -4.401 0.311 -1.587 -0.01 0.03 0.03
H -4.314 2.017 -2.113 -0.08 -0.03 0.02
H -3.268 1.719 0.062 -0.03 -0.05 0.00
H -1.551 2.045 -0.224 -0.03 0.00 0.08
H -1.762 0.258 1.393 0.10 0.01 -0.02
H -1.042 -0.387 -0.086 0.01 0.04 -0.01
H -1.986 -2.609 -0.299 0.03 -0.01 -0.07
H -2.553 -1.543 -1.622 0.03 -0.01 0.00
H -3.711 -2.534 -0.712 -0.01 0.02 0.05